Below is 9 unconnected molecules or ions with the total composition C40H103N5O14 at a distorted geometry, with properties calculated with the ωB97M-V functional and the def2-TZVPD basis.

XYZ file:
```
162
C40H103N5O14, DFT the ωB97M-V functional and the def2-TZVPD basis
O -10.98 -1.00 -9.92
H 9.78 6.55 5.83
H -0.82 -2.72 7.41
H 9.50 4.69 4.26
C 4.51 -5.45 -5.58
C 4.95 -3.91 -0.14
H -1.57 -2.09 0.62
O -3.04 5.42 3.22
C -0.20 -1.01 -0.61
O 0.59 -4.06 8.35
H -7.55 7.27 -2.77
H 8.79 6.03 3.45
C -6.51 6.51 -0.95
C -7.03 -1.73 -10.69
H 4.77 -5.73 -4.56
C 3.69 2.89 5.90
C -1.84 -2.96 11.49
C -3.21 6.35 -2.98
H -5.62 -1.24 -6.48
H 5.89 1.80 5.11
H -9.02 -1.56 -12.60
H 4.43 -6.43 -6.05
H -10.09 7.63 -2.91
H 3.86 1.98 6.47
C 3.17 -4.77 -5.53
H 8.34 -5.75 -1.17
H -5.33 6.84 -3.41
H 3.06 3.71 0.22
H -2.68 4.23 4.94
H -5.06 -1.81 -10.10
H -4.75 4.10 -3.12
C -4.62 6.85 -2.58
H -3.51 3.29 -4.03
H 9.06 -5.59 0.45
H -2.91 -2.73 11.56
H 4.46 1.71 -2.72
H 5.38 -6.52 -0.40
H -6.21 7.43 -0.45
O 5.73 3.84 -0.56
H 8.90 -4.23 -0.60
H -3.15 3.69 -2.43
C 0.74 -3.55 12.78
H -1.71 -4.27 13.13
H 1.54 -4.44 -7.00
C -5.95 -1.31 -9.72
H 3.17 -4.60 -7.64
H -4.02 3.77 3.95
O -6.34 -1.66 -8.45
C -10.12 6.95 -2.07
H -1.59 -0.33 2.50
H -6.62 -1.68 -11.70
H 5.78 3.79 0.39
H 2.37 -7.12 -0.15
C 2.50 -4.93 -6.85
H 2.68 3.07 -1.39
H -4.15 5.22 4.94
H -12.55 0.38 -9.81
H -0.98 -0.74 -1.32
H 5.03 3.32 -2.99
O 3.42 -3.44 -5.20
H 8.03 2.71 4.63
H -8.74 -1.04 -9.74
N 3.96 -4.96 -0.43
O -3.18 5.26 -3.88
H -0.52 0.58 1.43
H -6.71 5.85 -0.11
N -1.30 -2.71 10.18
C -1.39 -4.22 12.09
H -4.53 -0.84 -7.81
C 5.84 2.86 4.85
H -11.33 -1.35 -11.92
C 4.42 -6.27 0.03
O -8.93 7.19 -1.27
H 2.52 -5.31 -4.84
C 8.80 6.11 5.67
C -3.67 4.08 -3.30
H 4.89 1.96 -0.38
C 8.39 -5.13 -0.27
H 3.13 2.64 5.00
C -0.76 -3.70 7.87
O 4.87 3.63 5.57
C 5.13 2.47 -2.32
H -1.09 -4.49 7.20
C -7.74 6.65 -1.89
C 4.82 2.90 -0.94
H -2.65 -3.29 8.79
H -12.48 -1.02 -8.60
H -4.52 7.87 -2.21
O 3.58 -7.64 -1.76
H -11.03 7.02 -1.47
C -0.72 -1.42 0.75
C 6.37 -4.05 -0.70
H 4.06 -5.13 -1.42
H 3.04 3.56 6.46
H 5.08 -3.79 0.94
H 1.68 -8.24 -2.22
H 0.78 -2.52 0.88
H -2.61 6.06 -2.12
C -12.33 -0.68 -9.62
H 5.31 -4.83 -5.98
H 0.48 -2.54 12.47
C 7.25 3.40 4.95
C -1.27 -0.21 1.46
O 0.34 -1.89 1.46
O 7.70 7.08 5.75
H 3.44 4.58 -1.25
H -10.18 5.93 -2.46
H 6.15 2.10 -2.40
C 7.78 8.31 5.02
H 3.61 -8.20 0.26
H -4.60 5.72 -0.90
N -5.30 6.03 -1.55
C 2.70 -8.63 -2.28
H -0.34 -3.03 10.18
H -1.45 -2.13 12.08
H 1.37 -4.67 6.58
C 8.64 5.37 4.30
C -9.25 -1.61 -11.53
H -1.97 -4.98 11.56
H -7.89 5.61 -2.17
H 7.61 3.56 5.97
H 1.72 -2.97 6.93
H 1.81 -3.71 12.67
C -10.58 -0.88 -11.29
H -5.66 -0.26 -9.80
H -10.65 0.18 -11.52
H 0.47 -3.60 13.84
N 7.32 4.72 4.25
H 8.62 8.86 5.45
C -1.68 -3.66 9.11
H 4.63 -2.92 -0.47
H 4.10 -3.04 -5.75
C -3.47 4.64 4.31
C 3.41 -7.35 -0.38
H -9.35 -2.64 -11.20
H 2.37 -6.00 -7.03
H 6.90 -3.09 -0.72
H 0.25 -1.84 -1.15
H -12.99 -1.28 -10.25
H 6.93 8.95 5.24
H -2.22 0.02 0.99
H 6.38 -4.38 -1.74
H 2.77 -9.60 -1.80
O -0.01 -4.44 12.02
H -4.69 -2.45 -7.39
H 8.74 5.45 6.53
H -2.59 7.10 -3.47
N -8.28 -1.00 -10.64
O 7.06 -4.94 0.22
H 0.57 -0.24 -0.55
H 4.54 -6.25 1.12
H -7.20 -2.80 -10.55
H 5.56 2.82 3.80
H 7.91 8.21 3.94
H -1.73 -4.70 9.43
C 3.43 3.59 -0.80
H 3.02 -8.90 -3.29
C 1.57 -3.95 7.38
H 2.49 -4.22 7.89
H 6.74 5.36 4.78
C -5.29 -1.55 -7.48
H -2.60 6.24 3.45
```

Computed properties:
ΔE to the lowest compared entry with this formula, charge and spin = 110.15 kcal per mole
SMILES = COCCNCCOC.COCCNCCOC.COCCNCCOC.COCCNCCOC.COCCNCCOC.CC(C)O.CC(C)O.CC(C)O.CO
LUMO energy = 0.0126 hartree
HOMO = -8.355 eV
Total charge = 0
DFT total energy = -79254.008 eV
2S+1 = 1